# C37H47N8PSV

C37H47N8PSV as an isolated structure at a distorted geometry (wB97M-V/def2-TZVPD, OMol25).

Structure (XYZ):
```
95
Properties=species:S:1:pos:R:3:forces:R:3
V -0.202 -0.479 0.670 1.107 1.415 0.054
N 1.860 -0.671 0.925 0.412 -0.259 0.342
C 2.785 0.390 0.601 0.646 0.696 0.053
C 4.112 0.064 0.367 -0.125 -0.063 0.032
C 5.046 1.047 0.101 -0.061 0.025 0.008
C 4.649 2.374 0.112 0.055 -0.029 0.056
C 3.329 2.703 0.344 -0.092 -0.174 0.139
C 2.359 1.718 0.572 0.265 -0.415 0.038
C 0.938 2.089 0.472 -0.384 0.507 -0.140
C 0.542 3.401 0.768 0.029 -0.083 0.157
C -0.618 3.936 0.240 0.058 0.010 -0.009
C -1.366 3.192 -0.662 -0.065 -0.126 -0.067
C -1.045 1.860 -0.870 -0.145 0.321 -0.232
C 0.035 1.271 -0.229 0.216 -0.144 -0.081
H 2.091 -1.478 0.342 -0.036 0.108 0.237
H 2.046 -0.960 1.889 0.037 -0.115 -0.250
H 4.408 -0.975 0.392 0.088 -0.167 -0.002
H 6.067 0.778 -0.113 0.122 -0.021 0.008
H 5.366 3.154 -0.087 0.086 0.101 -0.014
H 3.027 3.738 0.308 -0.027 0.071 -0.107
H 1.166 4.007 1.411 0.086 0.110 -0.074
H -0.902 4.952 0.469 0.001 0.052 0.056
H -2.212 3.634 -1.164 -0.069 0.044 -0.084
H -1.630 1.269 -1.563 -0.146 0.053 0.160
N -3.882 0.504 2.108 0.613 -0.025 0.237
C -4.379 0.246 0.850 0.458 -0.331 -0.893
C -5.657 0.305 0.307 -0.030 0.060 0.049
C -5.788 -0.015 -1.029 -0.026 0.109 0.207
C -4.682 -0.380 -1.809 0.136 -0.114 -0.001
C -3.414 -0.459 -1.276 0.009 0.046 0.134
C -3.264 -0.147 0.076 -1.028 0.164 -0.160
N -2.148 -0.133 0.877 -0.838 0.328 1.130
C -2.546 0.270 2.076 -0.946 0.021 -0.231
C -1.584 0.419 3.140 -0.123 0.421 1.383
C -1.731 0.820 4.446 0.184 -0.222 -0.525
S -0.224 0.826 5.253 -0.020 -0.218 -0.844
C 0.518 0.289 3.804 0.124 0.213 0.707
N -0.290 0.120 2.800 -0.106 -0.423 -0.424
H -4.423 0.828 2.894 0.083 0.003 0.055
H -6.507 0.600 0.900 -0.145 0.031 0.058
H -6.764 0.029 -1.488 -0.044 -0.004 -0.009
H -4.837 -0.617 -2.849 0.004 -0.001 -0.118
H -2.561 -0.754 -1.872 -0.014 0.000 -0.004
H -2.620 1.091 4.980 -0.276 0.102 0.031
H 1.582 0.127 3.764 0.132 -0.008 -0.060
N -0.270 -1.755 -0.369 -0.432 -1.346 -1.205
P -0.040 -3.341 -0.456 0.532 -1.723 0.361
N 0.938 -3.869 0.792 -0.420 0.418 -0.723
C 2.359 -4.186 0.639 0.378 -0.089 -0.138
C 3.072 -4.137 1.986 -0.158 -0.310 -0.048
C 2.359 -5.071 2.966 0.027 0.154 0.037
C 0.863 -4.720 3.094 -0.022 0.120 0.013
C 0.462 -3.602 2.134 -0.246 -0.187 0.378
N 0.781 -3.753 -1.830 -0.790 0.503 0.769
C 0.917 -5.167 -2.188 0.134 -0.406 0.097
C 2.056 -5.318 -3.185 -0.170 -0.071 -0.003
C 1.678 -4.638 -4.507 -0.003 0.008 0.043
C 0.748 -3.440 -4.265 0.148 0.038 0.095
C 1.043 -2.801 -2.914 -0.015 0.499 -0.281
N -1.465 -4.126 -0.143 0.748 0.680 -0.357
C -1.524 -5.548 0.164 0.068 -0.497 0.227
C -2.474 -5.824 1.332 0.009 0.077 -0.088
C -3.785 -5.028 1.204 -0.091 0.007 -0.139
C -3.912 -4.417 -0.188 0.089 0.064 0.222
C -2.741 -3.474 -0.442 -0.353 0.228 -0.105
H 2.833 -3.514 -0.086 0.012 -0.091 0.018
H 2.454 -5.204 0.244 0.133 0.103 -0.021
H 3.099 -3.117 2.377 0.094 0.041 0.013
H 4.101 -4.468 1.844 0.011 0.129 0.002
H 2.839 -5.032 3.944 0.029 -0.075 -0.086
H 2.454 -6.093 2.594 0.103 -0.005 0.055
H 0.628 -4.402 4.110 -0.065 -0.037 0.030
H 0.260 -5.602 2.882 -0.078 0.020 0.022
H 0.840 -2.637 2.515 -0.016 -0.054 -0.026
H -0.628 -3.517 2.075 0.068 0.018 0.191
H -0.007 -5.557 -2.630 -0.031 0.031 0.054
H 1.114 -5.738 -1.280 -0.028 -0.085 -0.034
H 2.255 -6.377 -3.348 0.066 0.003 0.052
H 2.958 -4.873 -2.760 0.025 -0.036 0.014
H 1.181 -5.353 -5.161 0.025 -0.010 -0.052
H 2.585 -4.314 -5.015 0.022 0.017 -0.079
H -0.296 -3.756 -4.284 -0.056 0.046 -0.057
H 0.889 -2.696 -5.048 -0.125 0.025 0.002
H 0.430 -1.908 -2.747 0.196 -0.121 -0.105
H 2.097 -2.498 -2.890 -0.052 0.068 0.046
H -0.523 -5.886 0.426 0.010 -0.051 -0.059
H -1.840 -6.115 -0.716 0.041 0.016 -0.015
H -1.987 -5.566 2.273 0.070 -0.104 0.026
H -2.680 -6.895 1.348 0.069 -0.013 0.064
H -3.807 -4.223 1.942 -0.030 0.030 0.036
H -4.638 -5.673 1.412 -0.025 0.052 0.039
H -4.838 -3.847 -0.280 0.033 -0.028 -0.051
H -3.938 -5.209 -0.936 -0.052 0.028 -0.109
H -2.830 -2.604 0.222 -0.111 -0.166 -0.208
H -2.771 -3.119 -1.478 0.022 0.012 0.082
```
Positions in Å, forces in eV/Å.

ΔE to the lowest compared entry with this formula, charge and spin, eV: 2.0761
DFT total energy, eV: -96854.586
Orbital gap (spin up / spin down), eV: 7.37 / 7.43
Net charge: +2
Spin multiplicity: 2
HOMO level (spin up / spin down), eV: -13.06 / -13.11



# C21H34CoO11

C21H34CoO11 as an isolated structure at a distorted geometry (wB97M-V/def2-TZVPD, OMol25).

Structure (XYZ):
```
67
Properties=species:S:1:pos:R:3:forces:R:3
Co 0.366 -0.286 -0.465 -0.568 -0.060 -0.281
O 0.532 -2.270 -0.997 -0.189 -0.427 -0.560
C 0.231 -3.218 -1.718 1.226 2.020 -0.978
O -0.337 -4.253 -1.213 -0.510 -0.732 1.885
C -0.415 -5.317 -2.123 -0.672 -1.459 -1.529
C -0.409 -4.639 -3.458 0.515 -0.061 -1.886
C 0.445 -3.380 -3.250 -0.576 -0.611 0.845
H -1.323 -5.919 -2.072 -0.191 0.431 0.856
H 0.387 -6.046 -2.005 0.391 0.437 0.295
H -1.407 -4.433 -3.845 -0.081 0.230 0.369
H 0.033 -5.298 -4.206 0.042 0.039 -0.041
H 0.165 -2.499 -3.828 -0.157 -0.014 0.289
H 1.474 -3.621 -3.517 0.211 0.215 0.470
O -1.633 -0.183 -1.076 -3.771 0.320 -0.715
C -2.854 0.023 -1.388 2.573 -0.174 1.213
O -3.141 0.485 -2.553 -0.083 0.237 -2.408
C -4.598 0.621 -2.811 -0.038 -0.131 1.637
C -5.083 0.874 -1.382 0.255 0.007 0.310
C -4.145 -0.052 -0.584 1.160 0.617 0.330
H -5.010 -0.340 -3.120 0.357 0.125 -0.657
H -4.749 1.455 -3.497 0.153 -0.417 -0.045
H -6.130 0.707 -1.128 0.024 -0.191 -0.508
H -4.878 1.920 -1.153 0.104 -0.012 0.255
H -4.450 -1.097 -0.530 -0.199 0.058 0.196
H -3.863 0.350 0.390 -0.435 -0.419 0.209
O -0.348 -0.832 1.409 -1.205 0.053 2.053
C -1.123 -0.761 2.361 -0.582 -1.372 -0.637
O -2.480 -0.648 2.204 1.364 0.441 -1.221
C -3.153 -0.472 3.469 0.949 0.087 -0.150
C -2.017 -0.145 4.393 -0.012 -0.051 1.315
C -0.876 -0.962 3.870 0.546 0.064 -1.453
H -3.587 -1.437 3.733 -0.477 0.270 -0.066
H -3.824 0.385 3.416 -0.380 -0.535 -0.276
H -2.343 -0.459 5.384 0.426 0.607 0.280
H -1.724 0.901 4.301 -0.379 0.160 0.470
H -1.029 -2.018 4.094 0.128 -0.179 -0.165
H 0.147 -0.687 4.123 -0.241 0.106 0.204
O 0.220 1.584 0.375 0.058 1.559 0.301
C 0.185 2.771 0.666 -0.230 -0.192 0.596
O -0.608 3.616 0.001 0.507 -1.750 -0.980
C -0.524 4.954 0.405 -1.221 1.181 2.566
C 0.646 5.004 1.404 1.421 -0.649 -0.898
C 0.941 3.502 1.787 -0.243 1.192 -0.704
H -1.449 5.173 0.938 -0.241 -0.117 0.104
H -0.565 5.678 -0.409 0.799 -0.494 -0.302
H 0.603 5.658 2.276 -0.460 0.003 -0.325
H 1.469 5.327 0.768 0.429 0.196 0.441
H 0.691 3.289 2.826 -0.867 -0.368 -0.253
H 2.004 3.261 1.794 0.019 0.019 -0.564
O 2.306 -0.221 0.115 3.737 -0.037 1.649
C 3.495 -0.151 0.522 -1.710 0.252 -1.501
O 4.494 -0.291 -0.416 -1.189 0.093 2.114
C 5.771 0.048 0.196 0.027 0.218 1.152
C 5.546 -0.100 1.739 0.568 0.214 -0.710
C 4.061 0.206 1.970 0.810 -0.696 -1.897
H 5.995 1.072 -0.102 -0.079 0.068 0.127
H 6.599 -0.568 -0.155 -0.510 -0.288 -0.220
H 6.198 0.598 2.264 -0.041 -0.088 0.036
H 5.808 -1.105 2.068 -0.083 0.000 -0.116
H 3.986 1.276 2.165 -0.595 -0.027 -0.153
H 3.679 -0.385 2.802 -0.501 0.125 -0.402
C 2.241 0.388 -2.965 1.098 0.132 0.330
O 0.969 0.495 -2.332 -0.211 0.029 -0.242
H 2.874 1.215 -2.645 0.048 0.118 0.018
H 2.738 -0.509 -2.594 -0.275 -0.087 -0.317
H 2.175 0.437 -4.052 -0.220 -0.342 0.066
H 0.606 1.330 -2.636 -0.523 0.058 0.183
```
Positions in Å, forces in eV/Å.

ΔE to the lowest compared entry with this formula, charge and spin, eV: 1.9487
DFT total energy, eV: -82465.949
Orbital gap (spin up / spin down), eV: 11.44 / 10.74
Net charge: +2
Spin multiplicity: 4
HOMO level (spin up / spin down), eV: -15.65 / -15.20



# C16H40IrN6O

C16H40IrN6O as an isolated structure at a distorted geometry (wB97M-V/def2-TZVPD, OMol25).

Structure (XYZ):
```
64
Properties=species:S:1:pos:R:3:forces:R:3
Ir -0.116 -0.071 -0.305 -0.310 -2.284 -1.317
C -0.529 -2.818 2.008 -0.106 0.091 -0.060
C -0.719 -3.149 0.524 -0.029 -0.056 -0.082
N 0.099 -2.341 -0.413 0.047 0.070 0.167
C -0.155 -2.765 -1.813 -0.002 0.076 -0.017
C 0.376 -1.750 -2.811 0.018 -0.125 -0.098
N -0.058 -0.365 -2.516 0.146 0.399 1.000
C -1.311 0.112 -3.144 -0.119 0.114 -0.167
C -2.600 -0.624 -2.796 -0.003 -0.118 -0.039
C -2.928 -0.935 -1.333 -0.026 0.033 0.000
N -2.224 -0.109 -0.329 0.106 0.024 0.024
C -2.739 -0.422 1.030 0.009 -0.045 -0.042
C -1.785 0.117 2.066 -0.295 0.257 0.324
N -0.391 -0.245 1.742 1.152 1.858 0.246
C 0.108 -1.482 2.380 0.257 -0.101 0.205
H 0.105 -3.576 2.472 0.007 0.045 0.014
H -1.498 -2.921 2.499 0.000 0.011 -0.002
H -1.754 -2.981 0.241 -0.003 -0.027 -0.022
H -0.531 -4.212 0.357 0.025 0.007 0.011
H 1.075 -2.547 -0.206 -0.006 -0.030 0.004
H -1.228 -2.888 -1.933 0.008 0.000 -0.006
H 0.293 -3.742 -2.015 0.013 0.010 -0.003
H 0.079 -2.053 -3.819 0.000 0.068 -0.007
H 1.470 -1.761 -2.803 -0.004 -0.009 -0.019
H 0.666 0.269 -2.840 -0.034 -0.010 -0.167
H -1.209 0.079 -4.232 0.063 0.001 0.017
H -1.393 1.161 -2.857 0.012 -0.013 0.030
H -2.660 -1.565 -3.348 0.025 0.012 -0.013
H -3.391 -0.001 -3.216 -0.003 -0.010 -0.004
H -2.707 -1.972 -1.101 -0.021 -0.003 -0.006
H -4.004 -0.819 -1.181 0.010 0.024 0.023
H -2.440 0.878 -0.507 0.064 0.073 0.020
H -2.843 -1.503 1.116 0.005 -0.004 -0.003
H -3.734 0.008 1.164 0.015 -0.012 0.004
H -2.063 -0.255 3.056 0.053 0.044 0.001
H -1.831 1.208 2.093 -0.035 -0.076 -0.039
H 0.215 0.547 2.085 -0.674 -0.998 -0.008
H 0.011 -1.364 3.463 0.025 0.009 -0.042
H 1.175 -1.518 2.170 0.089 0.032 -0.039
N 2.059 -0.019 -0.451 0.287 0.330 0.129
C 3.241 -0.143 0.505 0.118 -0.096 0.298
C 3.894 1.098 1.176 -0.107 0.076 -0.340
C 3.587 1.657 2.563 -0.202 -0.112 0.104
N 2.372 2.465 2.682 -0.393 -0.329 -0.190
H 2.194 -0.794 -1.097 0.153 0.061 0.075
H 2.295 0.794 -1.016 -0.207 0.131 -0.035
H 4.043 -0.528 -0.127 -0.057 -0.149 0.034
H 3.013 -0.928 1.223 -0.070 0.038 0.175
H 3.907 1.923 0.457 -0.015 0.053 -0.119
H 4.941 0.798 1.259 0.023 -0.018 -0.128
H 4.452 2.263 2.842 0.226 -0.152 -0.069
H 3.540 0.839 3.287 -0.053 0.001 -0.002
H 2.365 3.186 1.968 0.049 0.031 0.018
H 2.408 2.958 3.571 -0.197 -0.112 -0.131
C -1.789 3.724 0.056 0.005 0.048 0.034
O -1.540 2.428 -0.497 -0.183 -0.229 -0.133
C -0.258 1.887 -0.566 0.109 1.313 0.372
C 0.805 2.928 -0.791 -0.053 -0.036 0.022
H -2.863 3.875 -0.014 -0.007 0.000 0.032
H -1.291 4.513 -0.505 -0.006 -0.030 -0.008
H -1.482 3.759 1.105 0.036 0.031 -0.037
H 0.682 3.814 -0.158 0.001 -0.115 0.007
H 0.780 3.295 -1.825 0.027 0.061 -0.015
H 1.817 2.583 -0.596 0.039 -0.128 0.019
```
Positions in Å, forces in eV/Å.

ΔE to the lowest compared entry with this formula, charge and spin, eV: 0.4009
DFT total energy, eV: -31053.687
Orbital gap (spin up / spin down), eV: 6.52 / 9.56
Net charge: +2
Spin multiplicity: 2
HOMO level (spin up / spin down), eV: -11.70 / -14.74



# C46H43BrIrN4O2S3SeSi

C46H43BrIrN4O2S3SeSi as an isolated structure at a distorted geometry (wB97M-V/def2-TZVPD, OMol25).

Structure (XYZ):
```
102
Properties=species:S:1:pos:R:3:forces:R:3
Ir -1.633 0.528 -0.825 0.626 0.482 0.084
N 0.391 0.122 -1.555 -2.550 0.277 0.199
S 1.782 0.321 -1.245 2.260 0.051 -0.647
N 2.427 0.148 0.235 0.034 -0.522 0.173
S 1.862 -0.849 1.293 -0.047 0.061 -0.582
N 1.029 -0.177 2.367 -1.358 0.027 0.409
S -0.596 0.130 2.471 0.264 0.301 -0.531
N -1.485 0.378 1.331 0.510 -0.025 0.335
C -0.463 1.383 3.708 -0.892 0.415 -0.177
C -1.697 1.783 4.226 -1.149 -0.626 -1.464
C -1.747 2.842 5.094 -0.896 -0.643 -0.124
C -0.590 3.490 5.428 1.310 0.841 0.573
C 0.669 3.138 4.916 -1.456 -0.766 -0.862
C 0.703 2.036 4.017 1.005 0.991 1.085
C -1.114 -1.227 3.447 0.078 -1.539 0.391
C -0.390 -1.598 4.589 0.401 0.581 0.306
C -0.602 -2.827 5.209 -0.259 0.710 -0.530
C -1.557 -3.682 4.679 -0.178 0.865 -0.399
C -2.325 -3.297 3.571 0.562 -1.595 0.343
C -2.068 -2.099 2.931 -0.041 -0.495 0.828
C 1.206 -2.346 0.556 0.096 0.163 -0.005
C 2.091 -3.372 0.244 0.976 0.162 0.407
C 1.659 -4.429 -0.508 0.024 -0.878 -0.233
C 0.376 -4.445 -1.022 0.068 0.985 -0.372
C -0.521 -3.424 -0.724 -0.355 -0.206 0.943
C -0.118 -2.398 0.155 -0.735 -0.057 -0.392
C 3.217 -1.398 2.226 1.524 -0.054 0.806
C 2.963 -2.269 3.312 -0.178 1.029 -0.836
C 4.051 -2.584 4.116 -1.057 -0.851 -0.074
C 5.345 -2.209 3.797 0.568 -0.164 0.235
C 5.575 -1.327 2.756 -0.809 -0.077 -0.200
C 4.493 -0.857 1.983 -0.299 -0.831 0.610
C 2.550 1.898 -1.674 0.111 -0.673 0.083
C 3.925 2.097 -1.727 -0.771 1.191 0.115
C 4.386 3.340 -2.174 -1.024 -1.842 -0.011
C 3.496 4.299 -2.627 0.211 0.943 -0.489
C 2.118 4.093 -2.549 -0.331 -0.163 0.136
C 1.658 2.852 -2.067 0.208 1.498 0.109
C 2.739 -0.771 -2.298 0.340 -0.234 0.512
C 3.851 -1.462 -1.808 0.019 0.843 0.643
C 4.582 -2.271 -2.652 -0.451 0.077 -0.260
C 4.177 -2.392 -3.979 0.915 -1.198 0.378
C 3.064 -1.732 -4.432 -0.053 -0.249 -0.463
C 2.324 -0.917 -3.615 -1.740 1.054 0.137
H -2.652 1.356 3.787 1.296 0.314 0.820
H -2.720 3.144 5.470 0.258 0.164 0.073
H -0.696 4.318 6.117 0.302 0.134 -0.033
H 1.530 3.767 5.108 0.068 -0.342 0.123
H 1.648 1.677 3.622 -0.158 0.206 -0.089
H 0.369 -0.908 5.003 -0.478 -0.417 -0.347
H -0.034 -3.094 6.087 0.042 -0.047 0.034
H -1.680 -4.621 5.153 -0.333 -0.878 0.213
H -2.991 -4.066 3.116 0.326 0.983 0.447
H -2.650 -1.974 2.062 -0.253 0.962 -1.097
H 3.132 -3.372 0.570 -0.316 0.205 0.037
H 2.296 -5.294 -0.714 0.046 0.514 0.050
H 0.173 -5.167 -1.780 -0.578 -0.617 -0.079
H -1.566 -3.512 -1.058 0.647 0.386 0.080
H -0.820 -1.625 0.505 0.347 -0.537 -0.456
H 1.905 -2.576 3.472 1.094 -0.004 0.209
H 3.862 -3.223 4.960 0.117 -0.161 0.222
H 6.187 -2.643 4.375 -0.674 0.574 -0.399
H 6.588 -1.048 2.559 0.290 0.402 -0.268
H 4.596 -0.094 1.230 0.185 -0.035 -0.177
H 4.610 1.390 -1.336 0.534 -0.750 0.050
H 5.437 3.379 -2.264 0.988 0.790 -0.061
H 3.948 5.216 -3.055 -0.675 -0.487 0.348
H 1.367 4.862 -2.824 0.780 -0.547 0.154
H 0.633 2.693 -1.815 -0.713 -0.060 -0.410
H 4.185 -1.317 -0.767 -0.340 -0.137 -0.639
H 5.405 -2.820 -2.239 0.387 -0.208 -0.105
H 4.690 -3.122 -4.622 -0.180 0.597 0.198
H 2.756 -1.929 -5.432 -0.301 0.118 -0.638
H 1.362 -0.419 -3.976 1.521 -0.697 0.534
Br -1.403 0.112 -5.886 0.130 -0.291 -0.044
C -2.054 1.686 -5.072 0.509 -0.177 0.070
C -2.710 2.599 -5.856 -0.362 0.514 0.550
C -3.147 3.758 -5.237 -1.087 0.839 -0.554
C -2.937 3.972 -3.905 0.350 0.468 0.613
C -2.217 3.066 -3.125 -0.161 0.198 0.101
C -1.750 1.910 -3.727 0.321 -0.367 -0.444
C -1.920 3.487 -1.705 0.712 0.628 0.003
O -1.923 4.666 -1.408 -0.294 -0.492 -0.173
O -1.522 2.575 -0.842 -0.181 -0.503 0.035
H -2.900 2.475 -6.894 0.015 -0.420 -0.641
H -3.739 4.534 -5.763 0.622 -0.737 0.041
H -3.241 4.918 -3.476 -0.074 -0.177 0.218
H -1.037 1.199 -3.292 -0.457 0.325 0.252
C -5.633 0.703 0.450 1.898 0.582 0.024
Si -5.421 -0.045 -1.234 0.616 0.635 -0.275
C -6.512 -1.510 -1.358 0.401 -1.292 -0.192
C -5.530 1.325 -2.527 1.095 -1.646 -0.976
Se -3.303 -1.000 -1.539 0.088 -0.136 0.160
H -6.631 1.003 0.601 -1.510 0.224 0.170
H -5.044 1.642 0.527 -0.130 -0.477 -0.071
H -5.321 0.069 1.277 -0.027 -0.173 -0.021
H -7.502 -1.122 -1.466 -0.933 0.051 -0.191
H -6.489 -2.097 -0.423 0.055 0.305 -0.269
H -6.288 -2.223 -2.181 -0.189 0.627 0.379
H -6.392 1.928 -2.453 -1.037 0.783 0.242
H -5.466 0.951 -3.584 -0.094 0.136 0.931
H -4.631 1.921 -2.388 0.009 0.287 0.085
```
Positions in Å, forces in eV/Å.

ΔE to the lowest compared entry with this formula, charge and spin, eV: 0.0000
DFT total energy, eV: -237052.272
Orbital gap (spin up / spin down), eV: 7.76 / 6.78
Net charge: +1
Spin multiplicity: 5
HOMO level (spin up / spin down), eV: -10.30 / -10.70